Density functional theory data (ωB97M-V/def2-TZVPD) for a structure of composition C41H43As2Cl2N6O10SiTc at a distorted geometry.

Results
DFT total energy: -8430.95692 a.u.
expectation value of S²: 0.788
gap between HOMO and LUMO (alpha / beta): 5.4523 / 5.5668 eV
largest force on an atom: 1.59 eV Å⁻¹
LUMO energy (alpha / beta): -4.8 / -4.7 eV

Geometry as ORCA input:
```
! RIJCOSX wB97M-V def2-TZVPD def2/J DEFGRID3
* xyz 1 2
O -2.44803 0.74079 0.49309
O -3.37840 6.34422 -0.52844
Cl 2.95078 -8.34167 -2.76300
H -3.52668 -4.84101 -1.05729
O -4.26308 2.00556 0.22754
H 0.41495 1.95779 -5.69573
Si 1.46632 0.23576 2.92783
H -0.16330 -6.02466 2.89589
H -2.90723 8.22674 0.22717
H 2.05508 -3.82074 -4.29877
H 1.88825 2.05106 -2.13913
C 2.43482 -5.80961 -3.63508
H 1.40462 -0.72012 5.22975
H 1.54399 4.31455 3.43315
C -1.20254 1.69566 -3.47533
H -4.33765 7.46497 0.93748
H -2.44212 -2.85680 4.22833
O 0.30667 4.15847 1.82665
C -2.21895 -3.85225 0.32412
H 3.01363 -0.86603 4.50742
C -0.71485 -2.06727 3.30061
N 2.09108 -4.18142 0.16372
C -1.80211 -4.49626 2.90513
O -2.05087 1.80239 -4.31982
H 4.33236 -0.58645 1.14314
C -0.47444 -5.04468 2.54637
H 2.45736 1.55344 1.05167
C -0.18773 1.08171 3.02689
H -2.68157 5.69377 -3.25407
C -1.91897 -2.95518 3.28045
C -2.91120 -2.76708 2.09180
As -0.12216 2.00204 -0.58101
O 2.10236 -6.00097 1.62471
H -4.40398 8.07714 -0.73697
C 1.35023 2.82030 -1.59629
C 0.07377 4.63996 0.59469
H 1.21474 0.44090 -5.18293
C 0.36861 -4.38380 1.77218
C 4.21114 -0.28704 0.11204
H 3.68870 0.47756 -3.58006
N 1.27205 -1.27730 1.98149
H -2.65685 -1.48759 0.16065
C 2.53064 -6.19981 -1.24177
H 2.00186 5.35764 2.05470
C 2.19353 -4.47202 -3.44864
H 2.01840 3.28611 -0.86891
H -0.74773 0.80531 3.92449
H -3.87372 -2.31451 2.31615
C 1.62189 -4.96782 1.25792
C 2.23325 -1.61163 -2.60486
N 1.91734 -2.67624 -1.73968
H 3.70945 1.12412 2.25764
H -2.76826 4.24283 -4.27411
C 0.30003 1.02262 -5.15225
C -2.11434 4.35732 -0.48412
H -0.60574 -1.36313 4.11673
N 3.23619 -0.89343 -0.56307
H -3.88124 1.45628 2.20294
O 0.67809 5.55000 0.09686
H -5.28718 0.67547 1.44152
N 0.08475 -3.06314 1.24144
C 4.83462 0.99291 -1.80107
C -2.35497 -2.36691 0.71180
H -0.52237 0.46343 -5.58518
H -0.80046 0.83858 2.15451
H 5.81993 1.12296 0.10872
C 2.61286 -6.67474 -2.52494
C -2.69609 2.02495 -1.54908
C 0.16974 -2.06216 2.30959
H -1.37966 4.48992 -3.18698
C -3.08355 1.52804 -0.17046
C 2.10606 -3.98052 -2.14345
H -1.92135 -5.57128 -0.90573
C -4.72043 1.60078 1.52952
C -2.77737 -4.25716 1.71245
H -5.36515 2.39639 1.88305
C -1.45751 1.74681 -1.99587
H 2.53095 2.38423 2.60636
H 2.68478 -6.86461 -0.40817
O 0.04855 1.29295 -3.75708
Cl 2.50436 -6.41702 -5.23932
O 1.99501 -1.53236 -3.77337
C 2.66289 1.40989 2.11686
H 0.60730 5.78560 3.06700
C -2.46834 5.66799 0.18276
Tc 1.72942 -2.19892 0.20640
C -0.93648 3.80738 -0.16492
H -0.05502 2.16765 3.03957
C 5.03415 0.66213 -0.47578
C 2.27534 -4.83431 -1.03945
H -3.64132 -4.91277 1.64382
C 3.09445 -0.61436 -1.87025
C 3.85116 0.32048 -2.52159
N -1.08251 -2.95687 0.36499
O -2.02299 6.06773 1.22841
H 2.45448 0.69901 5.12263
C -2.46457 -4.62162 -0.93468
C 2.13991 -0.21169 4.59863
H -2.27082 -5.11480 3.66498
C 1.17896 4.96292 2.64199
C -3.77884 7.61560 0.01840
C -2.45168 4.63001 -3.31211
H 1.00651 3.58444 -2.29226
As -3.50219 3.80615 -1.88634
H 5.45500 1.74031 -2.28035
H -2.11876 -4.04996 -1.79704
*
```

---

Density functional theory data (ωB97M-V/def2-TZVPD) for the ion CH4NO with charge -1.

Results
SMILES string: NC[O-]
DFT total energy: -170.47859 a.u.
gap between HOMO and LUMO: 7.5768 eV
largest force on an atom: 0.76 eV Å⁻¹
LUMO energy: 5.4 eV

Geometry as ORCA input:
```
! RIJCOSX wB97M-V def2-TZVPD def2/J DEFGRID3
* xyz -1 1
N -0.09419 -0.58120 0.77199
H 0.22889 0.05513 1.48243
H 0.75396 -1.08622 0.57222
H -0.96871 1.03040 -0.28378
H -0.67112 -0.47730 -1.18516
O 0.95235 0.80613 -0.86602
C -0.20117 0.25307 -0.49168
*
```

---

Density functional theory data (ωB97M-V/def2-TZVPD) for an isolated molecule of C4H9NO2 at a distorted geometry.

Results
SMILES string: NCCCC(=O)O
DFT total energy: -363.05419 a.u.
gap between HOMO and LUMO: 10.1271 eV
largest force on an atom: 2.49 eV Å⁻¹
LUMO energy: 0.8 eV

Geometry as ORCA input:
```
! RIJCOSX wB97M-V def2-TZVPD def2/J DEFGRID3
* xyz 0 1
H 1.54115 0.51971 0.77213
H -1.20029 -1.14172 -1.53808
H 0.20687 -2.06518 -0.01707
H -0.60937 0.74424 1.69687
H -0.87986 2.15697 -2.59705
C -0.75675 -0.47470 -0.82450
H -1.35037 -0.34960 0.08690
C -0.60362 0.98348 -1.19519
O -0.70509 1.21268 -2.49726
H 1.69127 -1.07207 1.57934
O -0.46342 1.85769 -0.38474
C 0.52413 -1.07889 -0.18995
N -0.09251 -0.08170 1.98802
C 1.01917 -0.37580 1.08384
H 0.28126 0.21703 2.88288
H 1.39743 -1.05213 -0.84616
*
```

---

Density functional theory data (ωB97M-V/def2-TZVPD) for an isolated molecule of C20H20N2O4.

Results
SMILES string: CCOc1ccc(NC(=O)Cc2c(C(=O)O)n(C)c3ccccc23)cc1
DFT total energy: -1184.65143 a.u.
gap between HOMO and LUMO: 7.7353 eV
largest force on an atom: 0.99 eV Å⁻¹
LUMO energy: 0.0 eV

Geometry as ORCA input:
```
! RIJCOSX wB97M-V def2-TZVPD def2/J DEFGRID3
* xyz 0 1
H 0.06005 -0.17896 -0.53325
C 2.88009 -3.02897 0.46719
N -0.45778 0.66569 -0.73840
H 2.21447 -4.90471 -0.27514
O -5.76499 0.43335 0.89131
H 4.27375 2.83087 2.23736
H 3.41152 -3.46295 1.30048
H 1.68406 0.90185 -2.72362
C -3.59144 -0.67096 0.62705
C 2.29251 0.30875 -0.77845
H -2.30446 2.63436 -0.88716
H -5.78074 -1.26678 2.07796
H -7.25570 -2.56808 0.54764
C 1.67638 1.29445 -1.70279
O 3.35354 2.90036 0.15332
C -1.79825 0.62858 -0.33838
H 0.99312 -3.97676 -2.18190
O -0.26439 2.70308 -1.73958
C -3.97227 1.59797 -0.04640
H -1.61324 -1.40356 0.31479
C -6.72922 -1.69592 0.16957
H 4.43664 -1.84714 2.27135
H -7.31341 -0.41476 1.80451
C -2.27696 -0.55510 0.21156
C 1.50520 -3.30386 -1.51098
C 3.07356 0.56297 0.34079
H 2.23407 2.23059 -1.69052
H -5.82648 -2.02054 -0.34221
C -2.66418 1.71272 -0.46215
C 1.46341 -1.95025 -1.73374
C -6.39196 -0.75526 1.32350
C 0.21422 1.64992 -1.38954
O 4.05028 1.91225 2.02115
C -4.45810 0.40923 0.50132
H 3.75481 -0.38209 3.00694
H 0.92382 -1.54113 -2.57512
N 3.40708 -0.62930 0.95957
C 3.48812 1.88399 0.79297
H -3.91711 -1.60872 1.04914
C 4.24155 -0.78848 2.11851
H -7.36376 -1.18261 -0.54842
H 5.19163 -0.27161 1.98061
C 2.13684 -1.10321 -0.84424
C 2.20564 -3.83477 -0.41972
H -4.65056 2.43145 -0.13531
C 2.84842 -1.65012 0.25518
*
```

---

Density functional theory data (ωB97M-V/def2-TZVPD) for a structure of composition C2H2N2O at a distorted geometry.

Results
DFT total energy: -262.02816 a.u.
gap between HOMO and LUMO: 9.8395 eV
largest force on an atom: 2.71 eV Å⁻¹
LUMO energy: 0.0 eV

Geometry as ORCA input:
```
! RIJCOSX wB97M-V def2-TZVPD def2/J DEFGRID3
* xyz 0 1
H 1.50318 -0.40916 2.27991
N 0.17974 0.84570 -0.18686
N 0.85994 1.46720 0.46492
C -1.46978 -0.56498 -1.37870
O -2.30002 -1.20911 -1.87812
C -0.54403 0.11600 -0.86088
H 1.77096 -0.24565 1.55972
*
```

---

Density functional theory data (ωB97M-V/def2-TZVPD) for an isolated molecule of C4H6FNO2 at a distorted geometry.

Results
SMILES string: C=CCO/[N+]([O-])=C/F
DFT total energy: -460.89642 a.u.
gap between HOMO and LUMO: 9.8872 eV
largest force on an atom: 4.68 eV Å⁻¹
LUMO energy: 0.7 eV

Geometry as ORCA input:
```
! RIJCOSX wB97M-V def2-TZVPD def2/J DEFGRID3
* xyz 0 1
O 0.67641 -1.48534 -0.43245
H -1.07010 1.78903 -0.31709
H -1.15217 -0.60503 1.67330
N 1.61136 -0.48640 0.01916
C -0.66501 -1.12347 -0.45967
C -1.19601 1.10659 0.62895
H -1.47047 1.64913 1.60230
H -1.02237 -0.67355 -1.37945
F 2.10398 1.73141 -0.34803
C -1.08856 -0.17737 0.71803
C 1.29194 0.63703 -0.53823
H 0.76756 0.65275 -1.40750
O 2.47575 -0.86922 0.80192
H -1.26231 -2.14555 -0.56124
*
```

---

Density functional theory data (ωB97M-V/def2-TZVPD) for a structure of composition C16H22BClO2V at a distorted geometry.

Results
DFT total energy: -2202.46795 a.u.
expectation value of S²: 0.767
gap between HOMO and LUMO (alpha / beta): 7.1857 / 6.6168 eV
largest force on an atom: 4.26 eV Å⁻¹
LUMO energy (alpha / beta): 0.5 / 0.5 eV

Geometry as ORCA input:
```
! RIJCOSX wB97M-V def2-TZVPD def2/J DEFGRID3
* xyz 0 2
B 0.26740 0.71606 0.97645
H 1.66901 2.54703 -3.00319
H -0.08816 -1.09609 -4.65413
Cl 1.59397 1.17121 -0.11927
O -1.01952 0.72309 0.58489
H 3.18391 -2.88630 -2.52581
H 3.70372 0.84516 -3.60486
C -1.77094 0.87815 1.81708
H 3.16466 -1.87295 -0.00770
C -0.68800 0.68359 2.96432
C 2.30781 -2.51050 -2.00043
H -0.03652 2.77262 3.10366
C -2.88175 -0.15024 1.79374
C 2.29351 -2.01821 -0.65494
H 0.43064 1.75604 4.48275
O 0.54093 0.37678 2.25095
H -1.26940 2.27662 4.30953
C 0.94065 -1.83366 -0.26127
C 2.63850 0.63024 -3.68059
H -3.13181 2.39765 2.56244
H 0.58838 -1.64971 0.75926
H -1.00669 -2.21552 -1.31965
H -3.56489 0.01745 2.64408
C 0.63300 -0.40370 -4.23997
C 1.56022 1.51634 -3.33421
H -0.96981 -1.44884 3.33661
H 0.00050 -0.60820 4.54652
H -3.45072 -0.00893 0.86195
C 0.32081 0.86835 -3.66017
H -2.50131 -1.17863 1.82182
V 1.37638 -0.40457 -2.30393
C -0.87976 -0.50672 3.89559
H -0.67215 1.30864 -3.63354
H -3.13385 2.19628 0.80054
H -1.76200 -0.36395 4.53297
H 0.57383 -3.06092 -3.36629
C 0.08466 -2.17564 -1.35039
H 2.61915 -1.39032 -4.65321
C -0.37706 1.95537 3.76098
H -1.80297 3.08102 1.55759
C -2.48308 2.22941 1.69226
C 0.92986 -2.61180 -2.43624
C 2.06892 -0.55174 -4.24620
*
```

---

Density functional theory data (ωB97M-V/def2-TZVPD) for an isolated molecule of C17H22N2O4.

Results
SMILES string: CCCCCCC(=O)N(O)[C@@H]1CC(=O)N(c2ccccc2)C1=O
DFT total energy: -1071.47345 a.u.
gap between HOMO and LUMO: 10.0300 eV
largest force on an atom: 0.75 eV Å⁻¹
LUMO energy: 0.6 eV

Geometry as ORCA input:
```
! RIJCOSX wB97M-V def2-TZVPD def2/J DEFGRID3
* xyz 0 1
C 3.29784 2.04324 -0.19150
O 4.25293 2.46822 -0.77427
H -5.34684 -2.59436 2.03092
H 1.43775 2.85565 -0.78006
H -4.15143 -3.05438 0.81784
C 3.70801 -1.52834 -0.43391
C -4.34919 0.54040 -1.34959
O -0.18399 1.65537 -1.28168
O 1.63099 -0.51838 1.46109
H -5.86448 -0.52372 0.76744
C -5.08124 -2.51265 0.97948
C -0.73871 1.41877 -0.22852
H -2.35853 0.28130 -2.13784
H -2.81152 1.95413 -1.85323
C 1.30767 1.86537 1.13475
C 5.99146 -2.26598 -0.49546
H 6.71746 -3.03980 -0.69453
H 2.65672 -1.71636 -0.58279
C -4.92713 -1.05111 0.57534
H -5.86048 -2.99163 0.39048
C 4.13405 -0.28594 0.01409
H -5.38918 -1.34660 -1.48687
C 6.40890 -1.02137 -0.05507
H 2.22174 3.77464 0.51726
H 4.31414 -3.48586 -1.02762
H -4.15782 -0.58672 1.19376
C -2.87825 0.94413 -1.44361
N -0.11932 1.64699 0.96872
C -2.15749 0.91925 -0.10012
H 1.43152 2.22685 2.16371
H -0.34697 0.25275 2.28210
O -0.70313 1.15047 2.13157
H 5.80407 0.94385 0.55013
C 5.48371 -0.02691 0.20751
H -3.67900 -1.50135 -1.12227
H -2.11475 -0.10003 0.29207
H -4.79077 0.68509 -2.33743
C 4.64266 -2.51742 -0.68203
C -4.57282 -0.91242 -0.90532
H 7.45978 -0.82189 0.08991
H -4.86606 1.21357 -0.66218
C 2.01886 2.77319 0.14315
H -2.67984 1.53615 0.63363
C 2.03297 0.52269 0.99970
N 3.17575 0.73113 0.28127
*
```

---

Q: Among the records above, which one has the lowest largest force on an atom?
A: C17H22N2O4

---

Q: Among the records above, which one has the highest DFT total energy?
A: CH4NO

---

Q: Which of these has the highest DFT total energy?
A: CH4NO

---

Please write out number 3 again, unchanged.
Density functional theory data (ωB97M-V/def2-TZVPD) for an isolated molecule of C4H9NO2 at a distorted geometry.

Results
SMILES string: NCCCC(=O)O
DFT total energy: -363.05419 a.u.
gap between HOMO and LUMO: 10.1271 eV
largest force on an atom: 2.49 eV Å⁻¹
LUMO energy: 0.8 eV

Geometry as ORCA input:
```
! RIJCOSX wB97M-V def2-TZVPD def2/J DEFGRID3
* xyz 0 1
H 1.54115 0.51971 0.77213
H -1.20029 -1.14172 -1.53808
H 0.20687 -2.06518 -0.01707
H -0.60937 0.74424 1.69687
H -0.87986 2.15697 -2.59705
C -0.75675 -0.47470 -0.82450
H -1.35037 -0.34960 0.08690
C -0.60362 0.98348 -1.19519
O -0.70509 1.21268 -2.49726
H 1.69127 -1.07207 1.57934
O -0.46342 1.85769 -0.38474
C 0.52413 -1.07889 -0.18995
N -0.09251 -0.08170 1.98802
C 1.01917 -0.37580 1.08384
H 0.28126 0.21703 2.88288
H 1.39743 -1.05213 -0.84616
*
```